1.
DFT (wB97M-V/def2-TZVPD) results for a cluster of 4 separate species, C21H48ClN3O3P in total.

## Properties
HOMO energy (eV): -3.677
Charge: -1
Gap between HOMO and LUMO (Ha): 0.2240
LUMO energy (eV): 2.42

CARTESIAN COORDINATES (ANGSTROEM)
C  -1.322  -3.482  4.936
C  -1.170  -3.106  3.448
N  -2.289  -2.342  2.933
P  -1.907  -0.923  1.923
C  -2.733  0.320  3.171
N  -1.819  0.668  4.284
C  -0.825  1.668  3.862
C  -0.987  -2.037  0.639
C  0.182  -1.514  0.080
C  0.911  -2.230  -0.848
C  0.421  -3.479  -1.210
C  -0.754  -3.920  -0.623
N  -1.453  -3.242  0.289
C  -3.597  -0.933  0.881
Cl  -4.812  -2.249  1.172
C  -3.401  -0.802  -0.627
C  -4.556  -0.051  -1.315
H  -2.215  -3.046  5.378
H  -1.390  -4.564  5.051
H  -0.446  -3.173  5.505
H  -1.083  -4.039  2.880
H  -0.214  -2.587  3.318
H  -2.901  -2.100  3.696
H  -0.631  -0.698  2.607
H  -1.558  0.225  1.045
H  -3.003  1.238  2.624
H  -3.662  -0.081  3.584
H  -2.402  1.126  4.972
H  -0.846  1.803  2.781
H  0.183  1.339  4.115
H  -1.006  2.633  4.342
H  0.499  -0.526  0.392
H  1.823  -1.824  -1.259
H  0.934  -4.104  -1.929
H  -1.152  -4.886  -0.913
H  -4.125  -0.037  1.212
H  -2.453  -0.302  -0.817
H  -3.340  -1.809  -1.039
H  -5.470  -0.254  -0.757
H  -4.337  1.015  -1.306
H  -4.721  -0.407  -2.331
C  5.632  -3.923  -2.055
C  5.163  -2.556  -2.529
C  6.326  -1.588  -2.695
O  4.197  -2.025  -1.628
H  6.119  -3.839  -1.080
H  4.784  -4.600  -1.945
H  6.343  -4.363  -2.756
H  4.640  -2.662  -3.480
H  6.831  -1.436  -1.737
H  5.968  -0.616  -3.035
H  7.055  -1.965  -3.414
H  4.620  -1.912  -0.768
C  -4.442  4.865  -2.223
C  -3.239  4.499  -1.366
C  -2.128  5.533  -1.485
O  -2.758  3.206  -1.707
H  -4.157  4.904  -3.279
H  -5.225  4.114  -2.118
H  -4.850  5.838  -1.943
H  -3.549  4.420  -0.323
H  -1.775  5.591  -2.519
H  -1.281  5.253  -0.859
H  -2.473  6.524  -1.184
H  -2.471  3.222  -2.626
C  2.602  2.573  -0.821
C  4.055  2.175  -1.034
C  4.487  2.376  -2.480
O  4.264  0.825  -0.636
H  1.944  1.953  -1.435
H  2.313  2.424  0.219
H  2.433  3.619  -1.084
H  4.695  2.771  -0.380
H  3.883  1.750  -3.143
H  5.531  2.089  -2.611
H  4.369  3.416  -2.789
H  3.721  0.255  -1.197


2.
DFT (wB97M-V/def2-TZVPD) results for a structure of composition C35H72IN3O11S2Si.

## Properties
HOMO energy (spin up / spin down) (eV): -7.828 / -8.694
2S+1: 3
Gap between HOMO and LUMO (spin up / spin down) (Ha): 0.2951 / 0.3269
LUMO energy (spin up / spin down) (eV): 0.20 / 0.20

CARTESIAN COORDINATES (ANGSTROEM)
C  -2.595  -1.143  -1.754
O  -1.378  -0.725  -2.327
C  -1.380  0.561  -2.878
C  -0.646  1.586  -1.966
C  -1.586  1.907  -0.786
C  -1.247  3.119  0.076
O  0.153  3.201  0.306
Si  0.801  4.538  1.060
C  0.633  6.077  0.010
C  2.596  4.101  1.332
C  -0.061  4.787  2.702
C  0.739  1.063  -1.490
C  0.924  0.223  -0.214
N  0.716  -1.213  -0.363
O  1.282  0.305  -2.601
S  1.896  1.154  -3.767
O  3.264  1.399  -3.454
O  1.524  0.468  -4.969
C  0.933  2.789  -3.746
I  2.321  4.287  -2.980
C  0.629  3.106  -5.218
C  1.754  3.591  -6.131
O  2.937  2.832  -6.009
C  -0.347  2.869  -2.792
C  -1.628  3.412  -3.447
C  -1.692  4.942  -3.476
C  -3.131  5.444  -3.634
S  -3.922  5.571  -2.054
O  -3.083  6.311  -1.168
O  -4.439  4.291  -1.653
O  -5.177  6.481  -2.438
H  -2.387  -2.058  -1.200
H  -2.981  -0.413  -1.036
H  -3.371  -1.356  -2.503
H  -2.412  0.913  -3.013
H  -0.922  0.512  -3.870
H  -2.604  2.070  -1.153
H  -1.644  1.014  -0.162
H  -1.612  4.042  -0.397
H  -1.784  3.027  1.028
H  -0.162  6.027  -0.738
H  1.572  6.256  -0.520
H  0.434  6.945  0.644
H  3.225  4.550  0.561
H  2.720  3.017  1.252
H  2.958  4.421  2.312
H  0.339  5.672  3.202
H  0.126  3.917  3.338
H  -1.142  4.907  2.600
H  1.390  1.930  -1.347
H  1.950  0.418  0.113
H  0.285  0.642  0.562
H  -0.009  -1.521  0.276
H  1.555  -1.706  -0.079
H  -0.144  3.871  -5.269
H  0.201  2.199  -5.651
H  1.358  3.572  -7.151
H  2.002  4.631  -5.902
H  3.007  2.203  -6.740
H  -0.076  3.618  -2.050
H  -2.473  3.071  -2.847
H  -1.795  3.008  -4.447
H  -1.092  5.370  -4.281
H  -1.298  5.319  -2.530
H  -3.740  4.750  -4.216
H  -3.179  6.431  -4.093
H  -5.986  6.036  -2.125
C  -2.807  -3.004  4.397
C  -1.914  -2.046  3.607
C  -1.256  -1.004  4.520
C  -2.221  0.066  5.022
C  -2.936  0.745  3.857
C  -3.661  -0.241  2.933
N  -2.679  -1.313  2.539
O  -1.958  -0.995  1.535
C  -4.909  -0.819  3.609
C  -4.117  0.467  1.662
C  -0.845  -2.890  2.923
H  -3.581  -2.516  4.977
H  -3.281  -3.721  3.725
H  -2.180  -3.559  5.096
H  -0.447  -0.520  3.964
H  -0.795  -1.533  5.358
H  -2.944  -0.366  5.720
H  -1.665  0.816  5.587
H  -3.669  1.471  4.220
H  -2.202  1.300  3.263
H  -5.241  -1.726  3.104
H  -5.710  -0.083  3.543
H  -4.770  -1.040  4.663
H  -3.296  0.972  1.162
H  -4.870  1.209  1.931
H  -4.562  -0.241  0.961
H  -1.290  -3.560  2.188
H  -0.342  -3.494  3.679
H  -0.103  -2.275  2.421
C  3.594  -5.711  -1.430
C  2.801  -5.316  -0.181
C  3.265  -3.963  0.370
C  4.622  -4.013  1.067
C  4.630  -5.077  2.162
C  4.224  -6.467  1.660
N  2.923  -6.332  0.918
O  1.899  -6.384  1.676
C  5.329  -7.084  0.793
C  3.989  -7.407  2.837
C  1.335  -5.233  -0.591
H  4.667  -5.748  -1.284
H  3.263  -6.685  -1.794
H  3.398  -4.972  -2.208
H  2.513  -3.611  1.084
H  3.285  -3.248  -0.457
H  5.418  -4.196  0.340
H  4.836  -3.039  1.511
H  5.620  -5.155  2.621
H  3.932  -4.779  2.951
H  4.938  -7.905  0.190
H  6.101  -7.485  1.450
H  5.816  -6.371  0.134
H  3.267  -7.002  3.539
H  4.939  -7.557  3.355
H  3.624  -8.375  2.493
H  0.960  -6.213  -0.888
H  1.251  -4.551  -1.439
H  0.711  -4.860  0.216


3.
DFT (wB97M-V/def2-TZVPD) results for a cluster of 2 separate species, C4H10N2O2 in total.

## Properties
HOMO energy (eV): -9.723
Structure (SMILES): CC(N)=O.CC(N)=O
Gap between HOMO and LUMO (Ha): 0.3751
LUMO energy (eV): 0.49

CARTESIAN COORDINATES (ANGSTROEM)
C  2.347  1.418  -0.362
C  3.723  1.611  0.221
C  -2.479  -1.658  -0.625
C  -2.106  -1.931  0.741
H  0.390  1.172  0.139
H  1.464  1.412  1.519
H  4.445  1.167  -0.469
H  3.838  1.204  1.233
H  3.921  2.685  0.209
H  -3.665  -0.834  -2.038
H  -3.733  0.129  -0.555
H  -2.148  -2.939  1.014
H  -2.610  -1.315  1.534
H  -1.163  -1.648  1.104
N  1.321  1.257  0.522
N  -3.504  -0.749  -0.983
O  2.148  1.377  -1.569
O  -2.189  -2.356  -1.634


4.
DFT (wB97M-V/def2-TZVPD) results for a structure of composition C5H9MgO3.

## Properties
HOMO energy (eV): -13.115
Charge: +1
Gap between HOMO and LUMO (Ha): 0.2833
LUMO energy (eV): -5.41

CARTESIAN COORDINATES (ANGSTROEM)
O  0.581  -2.000  1.116
C  1.544  -1.600  0.388
C  1.587  -0.215  -0.004
O  0.961  0.451  1.103
C  1.245  1.788  1.313
C  0.286  2.694  1.446
Mg  -0.849  -0.609  1.365
H  2.446  -2.211  0.250
H  0.314  0.009  -0.994
H  2.280  2.020  1.054
H  -0.719  2.509  1.060
H  0.561  3.708  1.731
O  -1.282  -0.133  -0.458
C  -2.495  -0.062  -1.167
H  -2.311  -0.334  -2.218
H  -3.258  -0.765  -0.796
H  -2.915  0.955  -1.100
H  2.598  0.164  -0.194